[1]
19
Properties=species:S:1:pos:R:3:lowdin_charge:R:1 method="wB97M-V/def2-TZVPD" lumo_energy_ha=0.0211 relative_energy_ev=2.620 gap_ev=9.0928 fmax_ha_per_bohr=0.1195
C -1.1957 2.0787 0.0851 -0.0334
C -1.4685 0.6485 -0.1433 -0.3005
N -2.7253 0.0743 -0.0683 0.1190
C -2.5340 -1.1774 0.1571 -0.2075
O -1.2449 -1.5971 0.2041 0.0736
C -0.6033 -0.4394 -0.0189 -0.0670
C 1.2682 -0.2106 0.0269 -0.6036
C 2.0226 -1.5367 -0.3181 -0.0131
O 1.3986 0.7851 -0.8097 0.0357
O 1.5863 0.1262 1.3139 0.0346
H -0.0558 2.0900 -0.0584 0.0839
H -1.5796 2.8086 -0.5895 0.0645
H -1.4815 2.3792 1.0896 0.0842
H -3.3153 -1.8901 0.3411 0.1239
H 3.1640 -1.3331 -0.2609 0.1064
H 1.8143 -2.2446 0.5588 0.1038
H 1.8870 -2.1328 -1.2895 0.1032
H 1.9249 0.5446 -1.6073 0.1535
H 1.1382 1.0265 1.3874 0.1388

=====

[2]
18
Properties=species:S:1:pos:R:3:lowdin_charge:R:1 method="wB97M-V/def2-TZVPD" lumo_energy_ha=0.1424 relative_energy_ev=0.521 gap_ev=7.8058 total_charge=-1 fmax_ha_per_bohr=0.0270
C -1.2572 1.3966 0.5210 -0.1862
C -2.1518 0.4254 1.3572 -0.1256
C 0.1321 1.6487 1.1684 -0.7593
O 0.4951 2.8425 1.1957 -0.0966
O 0.7537 0.6334 1.5611 -0.1027
H -1.1866 0.9653 -0.4730 0.0791
H -1.7380 2.3763 0.5230 0.0797
H -2.8606 1.0196 1.9372 0.0503
H -1.4750 -0.0564 2.0661 0.0525
H -2.6254 -0.3462 0.7474 0.0468
C 1.7090 -1.2951 -2.0638 -0.1760
C 1.2383 -1.4621 -0.6203 -0.1749
H 1.5230 -0.2573 -2.3379 0.0635
H 2.7743 -1.5099 -2.1796 0.0498
H 1.2903 -2.0130 -2.7699 0.0448
H 1.4477 -2.3498 -0.0082 0.0635
H 1.7600 -0.6890 -0.0777 0.0430
H 0.1712 -1.3291 -0.5467 0.0484

=====

[3]
27
Properties=species:S:1:pos:R:3:lowdin_charge:R:1 method="wB97M-V/def2-TZVPD" lumo_energy_ha=0.0337 relative_energy_ev=1.166 gap_ev=8.8793 fmax_ha_per_bohr=0.0599
C 1.7737 1.6842 1.4629 -0.0482
C 0.5876 0.8248 1.1676 -0.2435
C -0.6729 0.9016 1.6900 -0.0639
N -1.4427 -0.1874 1.2801 0.0676
C -0.6610 -1.0281 0.5467 -0.2006
C -1.0234 -2.0442 -0.3996 -0.0170
C 0.0246 -2.7260 -0.9584 -0.1101
C 1.3632 -2.2630 -0.8489 -0.1072
C 1.6849 -1.2143 -0.0381 -0.0426
C 0.6456 -0.4478 0.5010 -0.1493
H 1.4285 2.7208 1.4858 0.0822
H 2.5384 1.5613 0.7050 0.0696
H 2.3216 1.4302 2.3500 0.0702
H -1.1347 1.6530 2.3147 0.1229
H -2.3905 -0.2992 1.5870 0.1483
H -2.0562 -2.3333 -0.3053 0.1001
H -0.1180 -3.3962 -1.7949 0.0948
H 2.1103 -2.9223 -1.2919 0.0993
H 2.7119 -1.0186 0.2836 0.1159
C -0.2231 2.3567 -2.0837 -0.1481
C -1.6699 2.3319 -1.5875 -0.1597
H 0.0402 3.3819 -2.3883 0.0644
H 0.5771 2.0008 -1.4433 0.0445
H -0.1987 1.7246 -2.9701 0.0597
H -2.1130 3.3136 -1.4449 0.0526
H -2.4435 2.0100 -2.2851 0.0610
H -1.7018 1.8020 -0.6324 0.0373

=====

[4]
18
Properties=species:S:1:pos:R:3:lowdin_charge:R:1 method="wB97M-V/def2-TZVPD" lumo_energy_ha=0.0206 relative_energy_ev=3.343 gap_ev=8.1550 fmax_ha_per_bohr=0.0779
C 0.4969 -0.1360 0.0675 -0.4802
C -1.1007 1.1993 -0.8878 -0.1745
C 0.0875 0.3678 -1.3257 -0.1075
C -0.6699 -1.0577 0.4806 -0.0777
C 1.8772 -0.7333 0.2252 -0.0329
C -1.7961 -0.0791 0.6018 -0.2248
C 0.0981 1.0690 0.9313 -0.1124
N -0.7864 1.8237 0.2878 0.0496
O -2.8941 -0.0064 1.0053 0.1569
H -1.8220 1.6636 -1.5454 0.1141
H -0.1572 -0.4433 -2.0123 0.1194
H 0.8685 0.9922 -1.7778 0.1221
H -0.4941 -1.4821 1.4721 0.1333
H -0.9185 -1.8768 -0.2049 0.1402
H 0.5095 1.3491 1.8885 0.1191
H 2.6369 -0.0145 -0.0950 0.0853
H 1.9876 -1.6385 -0.3806 0.0862
H 2.0768 -0.9970 1.2694 0.0841